P:
Molecular formula: C6H10S2
Method: DFT, ωB97M-V with the def2-TZVPD basis set

Properties
multiplicity	1
gap between HOMO and LUMO	8.392	eV

Cartesian coordinates (Å):
C -0.1647 1.6497 -0.7852
C 0.1535 0.3371 -0.1050
C 1.4666 0.2369 0.7693
C 1.6534 -1.2111 0.3868
C -1.0397 -0.3739 0.4813
C -2.1166 -0.7742 -0.4344
H 0.6915 2.3869 -0.7318
H -0.3161 1.4086 -1.8201
H -1.1768 2.1314 -0.4432
H 1.6376 0.6794 1.7802
H 2.2610 0.5997 0.1167
H 2.6788 -1.3914 0.3957
H 1.0892 -2.0109 0.9658
H -1.4541 0.2783 1.2472
H -0.6893 -1.2276 1.0369
H -1.9917 -1.3887 -1.3884
S 1.0039 -0.8943 -1.2803
S -3.6864 -0.4357 -0.1914

=====

Q:
Molecular formula: C6H10S2
Method: DFT, ωB97M-V with the def2-TZVPD basis set

Properties
multiplicity	1
SMILES string	SC[C@@H]1CS[C@@H]2C[C@@H]12
gap between HOMO and LUMO	9.185	eV

Cartesian coordinates (Å):
S 2.6765 -0.1564 -0.9533
C 1.8140 -0.0273 0.6398
C 0.2882 -0.1140 0.6127
C -0.2475 -1.5287 0.1535
S -1.8986 -1.3222 -0.7288
C -1.8999 0.3799 -0.1880
C -1.5306 1.7978 -0.5709
C -0.4599 0.7735 -0.3723
H 2.6176 -1.4893 -1.0975
H 2.0843 0.9566 1.0426
H 2.2278 -0.7485 1.3269
H -0.0518 0.0478 1.6127
H 0.4562 -1.9727 -0.5478
H -0.3900 -2.1907 0.9963
H -2.1701 0.4058 0.8640
H -1.5759 2.1759 -1.6008
H -1.8165 2.5202 0.1831
H -0.1240 0.4922 -1.3722

=====

Unit: hartree. Relative energies: P 0.0000; Q 0.0187.

=====

P:
Molecular formula: C2H5N3S
Method: DFT, ωB97M-V with the def2-TZVPD basis set

Properties
multiplicity	1
SMILES string	C=NN/C=N\S
gap between HOMO and LUMO	8.789	eV

Cartesian coordinates (Å):
C -1.7829 -0.9369 0.0009
N -0.5553 -0.6195 -0.0123
N -0.2601 0.7031 -0.0075
C 1.0350 1.2154 -0.0080
N 2.1900 0.6880 -0.0019
S 2.6064 -0.9374 -0.0054
H -2.6240 -0.2507 0.0010
H -2.0167 -1.9751 -0.0118
H -1.0034 1.3682 0.0111
H 0.9970 2.3160 0.0070
H 1.4141 -1.5710 0.0269

=====

Q:
Molecular formula: C2H5N3S
Method: DFT, ωB97M-V with the def2-TZVPD basis set

Properties
multiplicity	1
SMILES string	[H]/N=C(\N)SN=C
gap between HOMO and LUMO	9.652	eV

Cartesian coordinates (Å):
H -0.0164 -0.3212 -3.2614
N -0.5619 0.1634 -2.5297
C -0.1275 -0.1908 -1.3768
N 0.8644 -0.9964 -0.9405
S -1.0989 0.6605 -0.0107
N -0.1701 0.2802 1.3122
C -0.4305 0.8224 2.4190
H 1.3956 -1.5363 -1.5902
H 1.1639 -1.0486 0.0361
H 0.1821 0.5621 3.2746
H -1.2008 1.6047 2.6673

=====

Unit: hartree. Relative energies: P 0.0406; Q 0.0000.

=====

P:
Molecular formula: C2H5N3S
Method: DFT, ωB97M-V with the def2-TZVPD basis set

Properties
multiplicity	1
gap between HOMO and LUMO (alpha / beta)	9.288 / 9.288	eV

Cartesian coordinates (Å):
C 0.0239 -1.5964 2.1223
C -1.0113 0.7852 -0.9098
N 0.1824 -1.8707 3.2382
N 1.5229 0.0165 -0.4812
N -0.2606 0.0716 0.1215
S -0.4731 -1.4733 0.5306
H -1.5649 1.4770 -0.3162
H -0.2800 1.3851 -1.6317
H -1.6413 0.0922 -1.5221
H 1.4462 0.5329 -1.3325
H 2.0558 0.5799 0.1809

=====

Q:
Molecular formula: C2H5N3S
Method: DFT, ωB97M-V with the def2-TZVPD basis set

Properties
multiplicity	1
gap between HOMO and LUMO	8.827	eV

Cartesian coordinates (Å):
C 0.8538 -0.2871 -0.2661
C -0.6267 -0.4468 -0.4153
H 2.5391 0.9000 0.5844
H 1.0571 1.9552 0.0548
H 2.3789 -1.2552 0.7358
H -0.9643 -1.5297 -0.9328
H -3.7297 0.8468 0.7119
N 1.6597 1.0674 -0.2669
N 1.4323 -1.4303 0.0293
N -1.5691 0.4049 -0.1541
S -3.0311 -0.2253 -0.0809

=====

Unit: hartree. Relative energies: P 0.0027; Q 0.0000.

=====

P:
Molecular formula: C3H4ClN3
Method: DFT, ωB97M-V with the def2-TZVPD basis set

Properties
multiplicity	1
gap between HOMO and LUMO	8.790	eV

Cartesian coordinates (Å):
C 0.1752 -0.9449 -0.0810
C 1.9983 0.0254 0.2301
C -0.0283 0.4373 0.1335
H -1.8799 -1.5821 -0.5630
H -1.1309 -1.6665 1.2320
H 1.6585 -2.1861 -0.2087
H 3.1757 0.2588 -0.0238
N -0.8648 -1.9127 -0.0149
N 1.4639 -1.2073 -0.0079
N 1.1592 1.0830 0.2890
Cl -1.5884 1.3134 -0.2350

=====

Q:
Molecular formula: C3H4ClN3
Method: DFT, ωB97M-V with the def2-TZVPD basis set

Properties
multiplicity	1
SMILES string	C=C/C=N/Cl.N#N
gap between HOMO and LUMO	10.664	eV

Cartesian coordinates (Å):
C -2.0430 -0.4238 0.2419
C -0.9574 0.0603 -0.2573
C 0.3802 -0.6495 -0.2899
N 1.0717 -0.8419 0.7510
Cl 2.5420 -1.5293 0.7833
H -2.2287 -1.4233 0.7937
H -2.9418 0.0402 0.3336
H -0.8194 1.1192 -0.6737
H 0.6720 -0.9427 -1.2934
N 1.6472 2.4234 -0.3416
N 2.6772 2.1674 -0.0477

=====

Unit: hartree. Relative energies: P 0.0376; Q 0.0000.

=====

P:
Molecular formula: C3H6S3
Method: DFT, ωB97M-V with the def2-TZVPD basis set

Properties
multiplicity	1
SMILES string	S/C=C/C(S)S
gap between HOMO and LUMO	9.066	eV

Cartesian coordinates (Å):
S 0.3445 -1.6512 -2.8479
C 0.1721 -0.4697 -1.5197
C 0.4748 -0.8966 -0.3027
C 0.1514 0.0067 0.8165
S 1.5569 0.3021 1.9584
S -1.1787 -0.7698 1.7158
H -0.3106 -0.6310 -3.4487
H -0.1859 0.5343 -1.8102
H 0.6126 -1.8758 -0.0855
H -0.2212 1.0263 0.5208
H 1.4736 1.6176 2.0105
H -2.1627 -0.6662 0.7588

=====

Q:
Molecular formula: C3H6S3
Method: DFT, ωB97M-V with the def2-TZVPD basis set

Properties
multiplicity	1
gap between HOMO and LUMO	8.780	eV

Cartesian coordinates (Å):
C -2.7123 -0.0846 0.1097
C 0.0598 -0.0716 -0.1124
C 2.7918 0.0537 -0.0077
H -2.8771 0.2190 1.2700
H -2.6554 0.8210 -0.5997
H -3.5746 -0.8154 -0.1990
H 2.5730 0.5454 -0.8914
H 2.4987 0.7947 0.7712
H 3.7807 -0.4935 -0.0490
S -1.3314 -1.2092 -0.1790
S 0.0088 1.5601 -0.1086
S 1.4380 -1.3198 -0.0040

=====

Unit: hartree. Relative energies: P 0.0140; Q 0.0000.

=====

P:
Molecular formula: C11H16N2
Method: DFT, ωB97M-V with the def2-TZVPD basis set

Properties
multiplicity	1
gap between HOMO and LUMO	7.830	eV

Cartesian coordinates (Å):
C -0.0715 -0.5929 0.3900
C 0.6776 -1.8157 0.4522
C -0.1839 0.2740 -0.8420
C -1.3908 -0.7249 1.0973
C 2.1550 -1.6912 0.3578
C -1.5521 0.6362 -1.2408
C -2.2218 0.5871 1.1967
C 2.8430 -0.3866 0.8460
C -2.5610 1.0699 -0.1823
C 2.1419 0.8526 0.1920
C 0.6291 0.7714 0.2597
N 0.1593 -0.8134 -2.8926
N 0.5883 -0.4599 -1.7367
H -1.8699 -1.3867 0.4421
H -1.1776 -1.0250 2.1754
H 2.7444 -2.5167 0.8760
H 2.3824 -1.8814 -0.7268
H -1.5184 1.2492 -2.0910
H -1.9400 -0.3131 -1.6643
H -3.1233 0.3612 1.6832
H -1.7524 1.3883 1.7374
H 2.6536 -0.4095 2.0449
H 3.9511 -0.4260 0.6854
H -2.4906 2.2820 -0.1803
H -3.5484 0.8546 -0.4344
H 2.4078 1.8879 0.6233
H 2.6222 0.9057 -0.7686
H 0.1362 1.6216 0.7832
H -0.6905 -0.2987 -3.0830

=====

Q:
Molecular formula: C11H16N2
Method: DFT, ωB97M-V with the def2-TZVPD basis set

Properties
multiplicity	1
gap between HOMO and LUMO (alpha / beta)	7.388 / 7.168	eV

Cartesian coordinates (Å):
C 1.6180 -0.6069 2.1756
C 1.6856 0.0304 1.0005
C -0.7536 -1.0595 1.6315
C 0.2668 -1.2318 2.7937
C -0.4249 -1.9468 0.4684
C -0.6309 0.5567 -2.6097
C -0.4255 1.9079 -1.7852
C -1.0693 -0.5495 -1.5887
C 0.6720 1.6598 -0.7277
C 0.0990 -0.8632 -0.6675
C 0.5430 0.3545 0.0492
N -1.4968 1.1805 1.8256
N -0.8637 0.2039 1.3527
H 2.5455 -0.7525 2.7053
H 2.5878 0.5238 0.6421
H 0.5813 -2.2226 2.9540
H 0.0565 -0.6866 3.7144
H 0.1795 -2.7137 0.6421
H -1.3655 -2.3890 -0.0272
H -1.4323 0.6302 -3.3818
H 0.2953 0.2008 -2.9778
H -0.0332 2.6473 -2.4760
H -1.4444 2.2096 -1.3748
H -2.0004 -0.2485 -1.0454
H -1.2882 -1.4077 -2.1467
H 1.4669 1.3910 -1.3608
H 0.8675 2.5518 -0.0640
H 1.0382 -1.3756 -1.1256
H -1.2741 2.0057 1.4035

=====

Unit: hartree. Relative energies: P 0.0426; Q 0.0000.